(1)
The following is a DFT calculation (wB97M-V/def2-TZVPD) of a molecular structure, C23H20BeBrF5N4O2 in a non-equilibrium geometry.

highest occupied orbital energy: -8.23 eV
ΔE to the lowest compared entry with this formula, charge and spin: 0.0 kcal per mole
electronic energy: -118263.7624 eV

```
56
Properties=species:S:1:pos:R:3:mulliken_charge:R:1
Be 11.812 -8.424 -4.233 -1.132
O 16.868 -7.420 -4.878 -0.562
C 16.507 -8.391 -5.793 0.903
C 17.283 -8.611 -6.939 -0.788
C 16.908 -9.606 -7.832 -0.515
C 15.786 -10.376 -7.604 -0.769
C 15.016 -10.154 -6.486 -0.179
C 15.330 -9.112 -5.587 0.314
C 14.417 -8.764 -4.412 -0.414
O 13.126 -8.586 -4.863 0.059
N 14.529 -9.708 -3.260 0.047
N 13.973 -10.906 -3.202 0.105
C 14.459 -11.762 -2.399 -0.938
C 13.837 -13.061 -2.108 0.516
Br 13.057 -14.043 -3.560 -0.193
C 13.785 -13.647 -0.906 -0.989
C 14.168 -13.027 0.394 0.913
C 14.450 -13.865 1.468 -0.688
C 14.766 -13.358 2.722 -0.559
C 14.723 -11.982 2.925 -0.524
C 14.470 -11.139 1.834 -0.811
C 14.206 -11.665 0.572 -0.138
H 17.619 -6.926 -5.256 0.327
H 18.204 -8.058 -7.110 0.269
H 17.525 -9.834 -8.692 0.374
H 15.440 -11.119 -8.316 0.365
H 14.138 -10.782 -6.300 0.260
H 14.769 -7.862 -3.945 0.500
H 15.428 -9.660 -2.769 0.362
H 15.418 -11.612 -1.881 0.617
H 13.602 -14.712 -0.856 0.340
H 14.457 -14.942 1.356 0.350
H 14.982 -14.021 3.539 0.396
H 14.879 -11.552 3.903 0.384
H 14.556 -10.106 1.975 0.496
H 13.939 -10.971 -0.255 0.480
F 11.037 -6.359 -5.790 -0.324
C 10.587 -7.231 -4.807 0.741
F 10.687 -6.479 -3.611 -0.339
C 9.068 -7.351 -4.944 0.741
F 8.534 -6.135 -5.170 -0.278
F 8.688 -8.142 -5.941 -0.272
F 8.488 -7.826 -3.845 -0.257
N 10.528 -11.007 -4.369 -0.498
C 10.697 -10.556 -3.048 0.749
C 10.352 -11.396 -1.972 -0.968
C 10.724 -11.052 -0.711 -0.051
C 11.335 -9.787 -0.516 -1.005
C 11.619 -8.998 -1.601 -0.040
N 11.312 -9.376 -2.874 0.300
H 10.532 -12.014 -4.458 0.316
H 11.152 -10.565 -5.020 0.164
H 9.946 -12.363 -2.159 0.451
H 10.573 -11.728 0.116 0.412
H 11.677 -9.554 0.474 0.492
H 12.162 -8.054 -1.505 0.486
```

(2)
The following is a DFT calculation (wB97M-V/def2-TZVPD) of a molecular structure, C23H20BrF4N6PPtS.

highest occupied orbital energy: -13.59 eV
ΔE to the lowest compared entry with this formula, charge and spin: 0.0 kcal per mole
total charge: +2
electronic energy: -137386.1991 eV

```
57
Properties=species:S:1:pos:R:3:mulliken_charge:R:1
Pt -0.343 -0.079 -0.209 1.610
F -4.581 5.468 -0.073 -0.241
C -3.830 4.461 0.305 0.642
C -3.624 4.208 1.654 0.210
F -4.179 4.980 2.563 -0.250
C -2.824 3.140 2.038 0.207
F -2.633 2.932 3.335 -0.351
C -2.217 2.304 1.112 -0.592
P -1.226 0.862 1.633 0.091
C 0.098 1.493 2.671 1.178
C 0.739 0.608 3.538 -0.509
C 1.826 1.040 4.280 -0.788
C 2.280 2.347 4.151 -0.645
C 1.649 3.225 3.280 -0.798
C 0.560 2.800 2.537 -0.795
C -2.311 -0.179 2.615 0.943
C -3.133 -1.088 1.946 -0.703
C -4.055 -1.835 2.657 -0.727
C -4.153 -1.682 4.035 -0.533
C -3.332 -0.781 4.702 -0.845
C -2.413 -0.022 3.997 -0.224
C -2.440 2.594 -0.228 0.367
Br -1.648 1.526 -1.598 -0.271
C -3.227 3.644 -0.646 0.326
F -3.409 3.883 -1.936 -0.302
H 0.382 -0.409 3.653 0.523
H 2.313 0.361 4.966 0.484
H 3.123 2.685 4.738 0.465
H 2.002 4.243 3.184 0.487
H 0.073 3.493 1.859 0.516
H -3.047 -1.211 0.872 0.359
H -4.697 -2.535 2.140 0.449
H -4.871 -2.268 4.592 0.429
H -3.412 -0.665 5.774 0.455
H -1.785 0.686 4.521 0.457
N 0.700 -1.111 -1.844 -0.687
N 0.899 -2.479 -1.553 -0.205
C 0.799 -2.928 -0.299 0.772
N 1.146 -4.182 -0.048 -0.391
S 0.221 -1.954 0.972 -0.448
H 0.237 -1.051 -2.748 0.355
H 1.606 -0.644 -1.914 0.329
H 1.312 -3.046 -2.283 0.240
H 1.551 -4.789 -0.744 0.212
H 1.013 -4.562 0.876 0.213
N 3.061 4.722 -1.129 -0.417
C 2.987 3.492 -0.585 0.529
C 1.922 2.604 -0.871 -0.508
N 1.855 1.413 -0.307 0.157
C 2.823 1.056 0.542 -0.311
C 3.865 1.928 0.815 -0.524
N 3.948 3.128 0.266 -0.579
H 2.449 5.009 -1.871 0.196
H 3.889 5.267 -0.955 0.257
H 1.126 2.892 -1.551 0.329
H 2.750 0.085 1.017 0.433
H 4.655 1.647 1.501 0.425
```

(3)
The following is a DFT calculation (wB97M-V/def2-TZVPD) of a molecular structure, C23H20BrN5O8Pd.

highest occupied orbital energy: -0.14 eV
ΔE to the lowest compared entry with this formula, charge and spin: 1.2 kcal per mole
total charge: -2
electronic energy: -121525.6370 eV

```
58
Properties=species:S:1:pos:R:3:mulliken_charge:R:1
Pd -0.145 0.127 -0.364 1.024
O -0.897 -3.992 -0.005 -0.776
C -0.404 -2.931 -0.396 0.192
O -0.746 -1.783 0.049 -0.493
C 0.670 -3.024 -1.469 -0.007
C 0.965 -4.287 -1.926 -0.420
C 1.932 -4.520 -2.903 -0.477
C 2.637 -3.449 -3.450 -0.088
C 2.346 -2.203 -3.003 -0.313
C 1.369 -1.892 -2.001 0.520
O 1.227 -0.681 -1.681 -0.524
N 3.093 -1.068 -3.581 1.088
O 4.190 -0.830 -3.128 -0.621
O 2.628 -0.537 -4.566 -0.598
N 2.220 -5.856 -3.352 1.024
O 3.087 -6.017 -4.204 -0.698
O 1.597 -6.787 -2.869 -0.667
H 0.418 -5.114 -1.495 0.635
H 3.391 -3.617 -4.208 0.517
Br 4.384 5.093 -3.959 -0.319
C 3.074 4.180 -2.895 0.015
C 2.820 2.825 -3.098 -0.245
C 1.881 2.177 -2.325 -0.003
C 1.149 2.830 -1.295 0.152
C 1.428 4.221 -1.142 -0.554
C 2.375 4.871 -1.926 -0.743
N 0.254 2.154 -0.543 -0.041
C -0.538 2.860 0.388 -0.075
C -1.427 2.183 1.135 -0.218
C -2.303 2.740 2.152 -1.060
C -3.134 1.940 2.853 -0.102
C -3.166 0.522 2.602 -0.837
C -2.329 0.028 1.637 -0.339
N -1.488 0.791 0.922 0.021
H 3.350 2.273 -3.866 0.452
H 1.685 1.132 -2.500 0.453
H 0.910 4.811 -0.401 0.164
H 2.563 5.927 -1.772 0.353
H -0.475 3.932 0.484 0.118
H -2.252 3.808 2.337 0.303
H -3.778 2.367 3.618 0.361
H -3.833 -0.141 3.138 0.388
H -2.294 -1.030 1.406 0.407
C 4.060 -0.880 2.945 -0.789
N 2.978 -0.164 3.609 0.151
C 3.092 0.217 5.004 -0.936
C 1.891 0.138 2.818 0.103
C 0.721 0.879 3.419 -0.415
O 1.884 -0.192 1.649 -0.443
H 4.879 -1.020 3.649 0.265
H 4.416 -0.326 2.076 0.273
H 3.722 -1.852 2.584 0.256
H 4.052 -0.128 5.381 0.264
H 2.313 -0.234 5.624 0.335
H 3.053 1.300 5.144 0.335
H 0.856 1.183 4.456 0.521
H -0.165 0.247 3.336 0.061
H 0.528 1.756 2.796 0.048
```

(4)
The following is a DFT calculation (wB97M-V/def2-TZVPD) of a molecular structure, C23H20Cl3O3PReTe.

highest occupied orbital energy (spin up / spin down): -14.88 / -14.88 eV
ΔE to the lowest compared entry with this formula, charge and spin: 0.0 kcal per mole
total charge: +2
electronic energy: -86582.0690 eV
multiplicity: 2

```
52
Properties=species:S:1:pos:R:3:mulliken_charge:R:1
Re 0.557 -1.909 0.296 0.670
O 1.156 -2.308 2.282 -0.467
C 0.516 -1.263 2.161 0.359
C 0.121 -0.109 2.910 0.174
C 0.275 0.108 4.280 -0.617
C -0.119 1.335 4.780 -0.649
C -0.640 2.315 3.930 -0.698
C -0.790 2.098 2.561 0.443
C -0.418 0.868 2.050 -0.513
P -0.481 0.323 0.314 1.755
C -2.210 0.304 -0.176 0.909
C -3.201 0.594 0.762 -0.634
C -4.538 0.552 0.397 -0.845
C -4.896 0.218 -0.899 -0.625
C -3.914 -0.087 -1.835 -1.102
C -2.579 -0.053 -1.479 -0.526
C 0.429 1.603 -0.583 0.620
C 1.577 2.125 0.019 -0.410
C 2.342 3.072 -0.646 -0.825
C 1.970 3.500 -1.913 -0.664
C 0.823 2.992 -2.508 -0.689
C 0.051 2.045 -1.848 -0.557
H 0.692 -0.656 4.923 0.558
H -0.016 1.543 5.836 0.467
H -0.933 3.270 4.345 0.484
H -1.190 2.876 1.925 0.587
H -2.945 0.851 1.782 0.360
H -5.299 0.783 1.130 0.452
H -5.940 0.190 -1.180 0.433
H -4.189 -0.360 -2.845 0.459
H -1.836 -0.327 -2.214 0.481
H 1.854 1.834 1.027 0.565
H 3.216 3.490 -0.164 0.475
H 2.565 4.240 -2.430 0.449
H 0.519 3.340 -3.485 0.468
H -0.852 1.684 -2.315 0.351
C 4.219 -2.677 -0.279 -1.046
Te 3.054 -0.912 -0.069 0.362
C 2.889 -0.519 -2.147 -0.759
H 3.905 -3.230 -1.161 0.358
H 4.115 -3.275 0.623 0.372
H 5.255 -2.361 -0.383 0.364
H 3.893 -0.306 -2.507 0.458
H 2.248 0.351 -2.277 0.107
H 2.480 -1.395 -2.641 0.372
Cl -0.639 -5.838 -2.058 0.004
C -0.525 -4.359 -1.211 0.372
Cl -1.608 -4.232 0.165 -0.011
Cl 1.202 -4.161 -0.546 -0.129
C -0.678 -3.086 -2.088 0.273
O -1.036 -3.123 -3.214 -0.449
O -0.453 -1.958 -1.395 -0.344
```

(5)
The following is a DFT calculation (wB97M-V/def2-TZVPD) of a molecular structure, C23H20Cl7N4NaO3.

highest occupied orbital energy: -0.66 eV
ΔE to the lowest compared entry with this formula, charge and spin: 29.9 kcal per mole
total charge: -2
electronic energy: -128355.9564 eV

```
58
Properties=species:S:1:pos:R:3:mulliken_charge:R:1
Na 0.580 -0.483 -1.522 0.799
Cl -1.119 7.436 -0.376 -0.296
C -1.438 5.727 -0.625 0.473
C -0.383 4.848 -0.819 -0.814
C -0.642 3.507 -1.015 0.793
Cl 0.720 2.439 -1.215 -0.073
C -1.962 2.940 -1.045 -0.648
O -2.204 1.721 -1.227 -0.801
C -2.978 3.924 -0.822 0.426
Cl -4.633 3.362 -0.805 -0.263
C -2.741 5.267 -0.622 -0.786
H 0.639 5.200 -0.814 0.420
H -3.567 5.948 -0.466 0.397
Cl 5.620 -5.204 -1.524 -0.275
C 4.759 -3.685 -1.472 0.158
C 5.439 -2.503 -1.327 0.122
Cl 7.180 -2.490 -1.193 -0.272
C 4.717 -1.292 -1.287 0.289
Cl 5.576 0.219 -1.090 -0.266
C 3.321 -1.213 -1.387 0.172
O 2.679 -0.106 -1.343 -0.865
C 2.583 -2.492 -1.537 -0.241
O 1.309 -2.487 -1.618 -0.725
C 3.353 -3.664 -1.575 0.123
Cl 2.477 -5.171 -1.750 -0.266
N -0.389 -0.630 0.753 -0.175
C 0.102 -0.590 1.793 0.331
N 0.677 -0.443 2.992 -0.165
C -0.214 -0.606 4.140 -0.775
C -1.167 0.598 4.304 -0.526
C -0.691 1.794 3.473 -0.607
C 0.819 1.978 3.594 -0.470
C 1.569 0.727 3.095 -0.796
H 0.434 -0.719 5.012 0.321
H -0.758 -1.542 4.016 0.363
H -1.210 0.876 5.362 0.350
H -2.179 0.323 4.006 0.342
H -1.212 2.699 3.791 0.433
H -0.955 1.648 2.423 0.153
H 1.079 2.179 4.639 0.280
H 1.141 2.845 3.016 0.411
H 2.380 0.453 3.773 0.295
H 2.008 0.882 2.110 0.350
C -3.557 -1.612 -0.381 -1.259
C -2.709 -1.869 -1.580 0.805
C -2.259 -3.032 -2.171 -1.050
C -1.385 -2.613 -3.194 0.996
N -1.328 -1.289 -3.246 -1.149
N -2.147 -0.858 -2.260 0.648
C -0.514 -3.449 -4.067 -1.114
H -4.416 -2.285 -0.355 0.401
H -3.915 -0.582 -0.380 0.286
H -2.975 -1.756 0.531 0.132
H -2.480 -4.042 -1.865 0.356
H -2.175 0.134 -2.009 0.543
H -0.995 -4.396 -4.322 0.346
H 0.413 -3.655 -3.529 0.052
H -0.276 -2.917 -4.988 0.313
```